Entry from OMol25: a cluster of 2 separate species, C3H9N2 in total at a distorted geometry (ωB97M-V/def2-TZVPD).

XYZ file:
```
14
C3H9N2 | OMol25 | ωB97M-V/def2-TZVPD
C 0.34158 -1.17942 -0.14802
N 0.99281 -1.15477 1.07678
H -0.73422 -1.53289 -0.26499
H 0.94583 -1.50146 -1.11039
H 2.01530 -0.96563 1.04316
H 0.76683 -1.97272 1.57512
C -0.24020 0.55441 -1.39770
C -0.10613 0.90596 -0.02800
N -1.08125 1.30944 0.86375
H 0.50651 0.70285 -2.16911
H -1.27215 0.42021 -1.68584
H 0.91086 1.21960 0.18685
H -1.06754 2.33016 1.04918
H -1.97822 0.86427 1.00920
```

The spin multiplicity is 1. The total energy comes out at -228.84505 Ha. Its energy above the lowest of the compared OMol25 structures with the same formula, charge and spin is 89.0 kcal per mole. The value obtained for the frontier orbital gap is 9.4 eV. The value obtained for the HOMO energy is -13.76 eV. The largest force on an atom is 3.579 eV/A. The charge is +1.